1.
11 unconnected molecules or ions with the total composition C11H44N16O11 at a distorted geometry, computed with wB97M-V/def2-TZVPD.

XYZ file:
```
82
Properties=species:S:1:pos:R:3:lowdin_charge:R:1
N 11.6721 7.9414 15.6276 0.200
C 11.1224 7.1563 16.4799 -0.809
N 10.6889 7.8245 17.4955 0.161
O 10.8637 5.9669 16.4155 0.011
H 11.9033 7.5310 14.7343 0.104
H 11.6231 8.9436 15.7435 0.077
H 10.2375 7.1649 18.1130 0.123
H 10.9773 8.7604 17.7425 0.114
N 13.1301 8.3399 11.7045 0.191
C 13.3634 9.5970 11.7264 -0.838
N 12.3299 10.3109 11.4274 0.168
O 14.4059 10.0675 12.1187 0.021
H 12.3123 8.0746 11.1745 0.089
H 13.7357 7.6161 12.0643 0.064
H 12.3589 11.2970 11.6438 0.113
H 11.5336 9.7206 11.2337 0.089
N 10.8154 3.8413 9.3797 0.184
C 11.3943 4.5939 10.1864 -0.720
N 12.6257 4.6499 9.8092 0.198
O 10.8874 5.1060 11.2151 -0.027
H 9.8927 3.5064 9.6177 0.144
H 11.3562 3.3003 8.7202 0.134
H 13.4544 4.8517 10.3502 0.128
H 12.7577 4.1826 8.9236 0.115
N 8.8722 4.4920 13.4691 0.169
C 8.7167 3.2114 13.4402 -0.815
N 8.0479 2.8266 14.4765 0.174
O 8.9579 2.5368 12.4543 0.032
H 9.5846 4.9030 12.8828 0.070
H 8.5652 5.1164 14.2012 0.111
H 7.8584 3.6017 15.0956 0.115
H 8.0274 1.8292 14.6344 0.130
N 14.1047 5.4147 15.0592 0.184
C 13.6023 5.4825 13.8649 -0.724
N 12.3645 5.0262 13.7992 0.185
O 14.0859 6.0766 12.8839 -0.023
H 13.6365 5.0182 15.8615 0.115
H 15.0013 5.8500 15.2229 0.125
H 11.9545 4.6419 14.6384 0.093
H 11.9315 5.0649 12.8875 0.066
N 5.7513 4.3190 11.7329 0.166
C 5.6912 5.4180 11.0946 -0.807
N 6.3789 6.2481 11.8242 0.178
O 5.0499 5.6522 10.0900 0.038
H 5.2146 3.5779 11.3054 0.125
H 6.3613 4.0638 12.4964 0.092
H 6.4255 7.2243 11.5694 0.074
H 6.8283 5.9042 12.6608 0.087
N 11.4659 12.2188 16.0763 0.181
C 11.0796 11.9029 14.8719 -0.755
N 11.5176 10.7866 14.4195 0.185
O 10.3494 12.6209 14.1989 0.028
H 11.1713 13.0899 16.4940 0.128
H 12.0222 11.5686 16.6127 0.108
H 11.2364 10.5015 13.4923 0.083
H 12.4364 10.5795 14.7844 0.125
N 8.1860 12.3523 10.1045 0.165
C 8.8480 11.9165 11.1761 -0.720
N 9.8225 12.7434 11.4392 0.165
O 8.5377 10.9314 11.8066 0.051
H 7.2580 11.9811 9.9590 0.110
H 8.4689 13.2464 9.7293 0.107
H 10.2552 12.7007 12.3508 0.054
H 10.2958 13.3842 10.8184 0.120
C 8.7118 6.4514 8.7356 -0.151
O 8.1497 6.9929 7.5576 -0.112
H 9.2100 5.4879 8.6285 0.052
H 9.3629 7.1291 9.2877 0.074
H 7.8541 6.2010 9.3599 0.069
H 7.4300 6.4053 7.3160 0.080
C 6.3435 9.0023 9.5408 -0.166
O 6.8709 8.9926 10.8142 -0.157
H 5.8252 8.0692 9.3201 0.072
H 5.6688 9.8522 9.4385 0.077
H 7.2220 9.0736 8.8996 0.081
H 7.4280 9.7721 10.8751 0.021
C 9.5669 8.0998 12.6298 -0.124
O 10.2220 7.8146 11.4184 -0.155
H 9.8650 7.2481 13.2413 0.063
H 9.9661 9.0135 13.0700 0.056
H 8.4851 8.0874 12.4967 0.068
H 10.2316 6.8616 11.3030 0.020
```

Charge: 0
E_LUMO: 0.1 eV
SMILES string: NC(N)=O.NC(N)=O.NC(N)=O.NC(N)=O.NC(N)=O.NC(N)=O.NC(N)=O.NC(N)=O.CO.CO.CO
ΔE to the lowest compared entry with this formula, charge and spin: 454.8 kJ/mol
E_HOMO: -8.89 eV

2.
11 unconnected molecules or ions with the total composition C11H44N22O11 at a distorted geometry, computed with wB97M-V/def2-TZVPD.

XYZ file:
```
88
Properties=species:S:1:pos:R:3:lowdin_charge:R:1
N 4.0593 1.0222 -4.7100 0.177
C 3.5560 0.4342 -3.6257 -0.662
N 4.4923 0.1873 -2.6887 0.174
O 2.3561 0.1471 -3.5250 -0.029
H 5.0152 1.3182 -4.7871 0.107
H 3.4555 1.1176 -5.5106 0.122
H 5.3026 0.7822 -2.6922 0.105
H 4.1240 -0.1537 -1.8146 0.106
N 3.8498 -4.7066 0.9569 0.156
C 2.7886 -3.9981 0.5265 -0.677
N 3.0063 -2.6799 0.5054 0.188
O 1.7277 -4.5789 0.2956 -0.002
H 3.6831 -5.6995 0.9398 0.114
H 4.7017 -4.3113 1.3077 0.097
H 2.3212 -1.9742 0.2583 0.073
H 3.9727 -2.4410 0.6368 0.099
N 1.1525 3.6860 -3.8818 0.163
C 0.4768 3.6035 -5.0422 -0.715
N -0.0113 4.7987 -5.4427 0.144
O 0.2173 2.5597 -5.6284 0.026
H 1.5275 4.5675 -3.5834 0.097
H 1.4653 2.8353 -3.4416 0.086
H -0.2462 4.8042 -6.4226 0.109
H 0.1876 5.6399 -4.9341 0.090
N 1.2327 -2.5386 -2.5610 0.152
C 0.6652 -3.0334 -3.6787 -0.693
N 0.8743 -2.2116 -4.7397 0.157
O 0.0370 -4.0863 -3.7125 0.019
H 0.6526 -2.6520 -1.7482 0.067
H 1.9686 -1.8637 -2.6555 0.060
H 0.3985 -2.3953 -5.6036 0.102
H 1.3829 -1.3706 -4.5017 0.054
N -0.2899 0.7055 0.7885 0.221
C 0.4390 0.0543 -0.1328 -0.613
N 0.9655 0.8596 -1.1392 0.162
O 0.5330 -1.1716 -0.2031 -0.027
H -0.4741 1.6708 0.5856 0.068
H -0.7701 0.1329 1.4584 0.074
H 0.4752 1.7166 -1.3461 0.078
H 1.1913 0.2754 -1.9436 0.055
N -0.7942 0.1700 5.7881 0.165
C -1.8844 -0.0416 5.0530 -0.703
N -1.6947 0.2294 3.7519 0.156
O -2.9342 -0.5058 5.5475 -0.023
H 0.1003 0.2344 5.3135 0.064
H -0.8340 0.2459 6.7874 0.107
H -0.6976 0.2981 3.5452 0.038
H -2.3140 -0.3450 3.1934 0.094
N 0.8488 -2.1115 2.9169 0.217
C 1.4915 -1.1716 3.5767 -0.668
N 2.7309 -1.5404 3.9532 0.163
O 1.0908 -0.0104 3.7206 -0.021
H -0.1336 -1.9833 2.7270 0.105
H 1.3358 -2.9726 2.7527 0.095
H 3.0805 -2.4822 3.9478 0.096
H 3.3103 -0.9181 4.4910 0.110
N -3.2301 2.8964 -0.8741 0.190
C -2.2616 3.8116 -0.7860 -0.648
N -2.3751 4.8154 -1.6993 0.166
O -1.2458 3.6801 -0.1149 -0.016
H -3.9946 3.0749 -1.4976 0.102
H -3.0813 2.0191 -0.3879 0.085
H -1.7033 5.5512 -1.8137 0.106
H -3.1847 4.8549 -2.2927 0.097
N 0.0442 3.9988 2.2300 0.143
C -0.6339 3.8542 3.3889 -0.696
N -1.9690 3.9979 3.1463 0.151
O -0.1365 3.6024 4.4843 0.006
H 1.0115 3.7232 2.2582 0.105
H -0.5158 4.0082 1.3812 0.023
H -2.6641 3.8390 3.8552 0.103
H -2.2861 3.8853 2.2010 0.067
N -5.0002 -1.6427 0.6448 0.172
C -4.6361 -0.4080 0.3071 -0.669
N -5.5160 0.1361 -0.5926 0.151
O -3.5419 0.0419 0.6525 0.007
H -5.9382 -1.9987 0.6289 0.108
H -4.2977 -2.1774 1.1389 0.107
H -6.4916 -0.0809 -0.6829 0.099
H -5.2656 1.0671 -0.8851 0.073
N -0.5243 -5.3672 1.9741 0.166
C -1.2768 -4.3299 1.6187 -0.704
N -0.8700 -3.6417 0.5384 0.161
O -2.2147 -3.8169 2.2728 -0.038
H 0.4562 -5.3513 1.7284 0.067
H -0.6443 -5.6962 2.9204 0.109
H 0.0583 -3.7861 0.1613 0.043
H -1.2361 -2.7084 0.4662 0.083
```

Charge: 0
E_LUMO: -0.2 eV
SMILES string: NC(N)=O.NC(N)=O.NC(N)=O.NC(N)=O.NC(N)=O.NC(N)=O.NC(N)=O.NC(N)=O.NC(N)=O.NC(N)=O.NC(N)=O
ΔE to the lowest compared entry with this formula, charge and spin: 193.1 kJ/mol
E_HOMO: -8.23 eV

3.
11 unconnected molecules or ions with the total composition C11H44O11 at a distorted geometry, computed with wB97M-V/def2-TZVPD.

XYZ file:
```
66
Properties=species:S:1:pos:R:3:nbo_charge:R:1
C -2.7207 3.2387 -1.7239 -0.271
O -1.4066 3.0552 -1.2099 -0.750
H -3.1328 2.3375 -2.1780 0.195
H -3.4099 3.5263 -0.9300 0.179
H -2.8127 4.0299 -2.4679 0.174
H -1.1637 3.8472 -0.7247 0.493
C 1.6930 -0.9851 -3.2705 -0.252
O 0.3720 -0.9587 -3.8361 -0.777
H 2.2398 -0.0527 -3.4116 0.172
H 1.5247 -1.0623 -2.1964 0.155
H 2.2179 -1.9095 -3.5114 0.192
H -0.0512 -0.1615 -3.5089 0.505
C -2.9538 2.5532 1.8479 -0.255
O -4.3548 2.3919 2.0254 -0.715
H -2.7136 3.3962 1.2001 0.136
H -2.4384 2.9568 2.7195 0.198
H -2.4046 1.6974 1.4553 0.173
H -4.7060 1.9429 1.2530 0.464
C -0.0880 1.0086 4.7759 -0.239
O 0.3309 1.4488 3.5052 -0.754
H 0.6840 0.9258 5.5410 0.161
H -0.8700 1.6775 5.1352 0.164
H -0.5508 0.0236 4.7155 0.159
H 0.2375 0.7740 2.8288 0.498
C -2.3065 -2.1757 -2.7969 -0.242
O -1.6268 -2.8060 -3.8368 -0.745
H -3.2926 -2.6155 -2.6476 0.173
H -1.7509 -2.3164 -1.8697 0.142
H -2.4535 -1.1285 -3.0610 0.155
H -0.8046 -2.3114 -3.8674 0.492
C 2.0565 2.4059 -1.0761 -0.257
O 3.3331 3.0651 -1.3590 -0.727
H 1.2578 2.9478 -1.5825 0.160
H 2.0115 1.3554 -1.3634 0.163
H 1.9250 2.4021 0.0059 0.198
H 3.4685 3.1084 -2.3084 0.460
C 1.8296 -2.8904 3.1975 -0.256
O 2.7983 -2.2018 4.0036 -0.733
H 1.9524 -2.5280 2.1769 0.173
H 1.9650 -3.9716 3.2248 0.169
H 0.8100 -2.6129 3.4648 0.179
H 2.5053 -2.3242 4.9096 0.477
C 0.0011 2.4525 -4.1211 -0.259
O -0.4654 1.4405 -3.2126 -0.771
H 0.1283 1.9876 -5.0987 0.197
H -0.7370 3.2282 -4.3247 0.173
H 0.9219 2.9591 -3.8322 0.166
H -0.8341 1.8901 -2.4487 0.507
C -1.5038 -4.6733 1.4357 -0.248
O -0.7511 -3.5079 1.3242 -0.743
H -2.4321 -4.5083 1.9827 0.193
H -1.8508 -4.9727 0.4467 0.169
H -0.9290 -5.5252 1.7988 0.169
H -0.0476 -3.7045 0.7012 0.477
C -0.2249 -0.3713 0.4044 -0.256
O -0.3104 -0.7268 1.8094 -0.778
H -0.7041 0.5932 0.2363 0.181
H 0.8283 -0.1969 0.1843 0.167
H -0.6216 -1.1300 -0.2701 0.178
H -0.4968 -1.6683 1.7925 0.503
C 3.8931 -0.7818 0.9688 -0.245
O 3.7731 -0.2275 2.2371 -0.730
H 2.9813 -1.2733 0.6294 0.140
H 4.2722 -0.0361 0.2700 0.183
H 4.6785 -1.5297 1.0779 0.158
H 3.2308 -0.8216 2.7611 0.486
```

Charge: 0
E_LUMO: 0.3 eV
SMILES string: CO.CO.CO.CO.CO.CO.CO.CO.CO.CO.CO
ΔE to the lowest compared entry with this formula, charge and spin: 249.3 kJ/mol
E_HOMO: -9.51 eV

4.
A molecular structure, C11H44O11 at a distorted geometry, computed with wB97M-V/def2-TZVPD.

XYZ file:
```
66
Properties=species:S:1:pos:R:3:nbo_charge:R:1
C -3.9627 -0.9921 -0.9941 -0.268
O -4.1896 0.2696 -1.7294 -0.696
H -3.5712 -0.5523 -0.0768 0.219
H -4.8618 -1.5901 -0.8452 0.210
H -3.2354 -1.5793 -1.5548 0.195
H -4.6670 0.1249 -2.5497 0.502
C 2.7675 -1.7229 0.7430 -0.250
O 3.4644 -0.9790 1.6850 -0.788
H 3.0830 -1.3715 -0.2394 0.116
H 3.0073 -2.7857 0.7724 0.185
H 1.7091 -1.4682 0.7977 0.140
H 3.1569 -0.0727 1.7604 0.443
C -0.1276 3.3686 -0.9979 -0.287
O -0.5317 2.1413 -0.4734 -0.697
H 0.7420 3.7927 -0.4959 0.204
H 0.1565 3.3427 -2.0499 0.175
H -0.8675 4.1641 -0.9087 0.191
H -1.4263 1.8676 -0.6886 0.519
C 0.7821 1.1435 3.3296 -0.261
O 1.9920 1.8497 3.7296 -0.751
H -0.0973 1.6959 3.6603 0.179
H 0.7139 1.0310 2.2475 0.165
H 0.7534 0.1432 3.7617 0.174
H 2.6955 1.5012 3.1772 0.470
C -2.8217 2.4325 -1.3210 -0.314
O -2.3414 1.1798 -1.5050 -0.762
H -2.0723 3.2178 -1.4197 0.192
H -3.5227 2.5528 -2.1470 0.172
H -3.4550 2.6025 -0.4503 0.176
H -3.1275 0.6327 -1.5708 0.458
C -0.6951 -0.4117 -0.5681 -0.266
O -0.1303 0.0181 0.6868 -0.741
H -1.7633 -0.6264 -0.5994 0.208
H -0.4278 0.2364 -1.4027 0.176
H -0.1547 -1.3221 -0.8272 0.167
H 0.8111 0.1908 0.6123 0.501
C 3.4003 2.1515 1.5184 -0.282
O 2.7184 0.9314 1.6730 -0.714
H 4.0221 2.0532 0.6286 0.170
H 2.6514 2.8879 1.2269 0.193
H 4.0416 2.4690 2.3406 0.215
H 2.0303 0.9129 1.0037 0.493
C 2.2778 1.3580 -0.9894 -0.290
O 1.2807 1.2909 -0.0206 -0.757
H 3.2424 0.9565 -0.6791 0.211
H 1.8339 1.0081 -1.9214 0.182
H 2.4334 2.3757 -1.3476 0.168
H 0.4603 1.6094 -0.4041 0.484
C 1.1338 -2.6474 -2.2058 -0.266
O 1.9855 -3.6167 -2.7834 -0.721
H 1.2318 -1.7180 -2.7668 0.146
H 0.0657 -2.8567 -2.1466 0.188
H 1.6512 -2.4140 -1.2753 0.181
H 2.8380 -3.4430 -2.3775 0.467
C -1.2767 -3.5326 -1.0441 -0.260
O -2.4266 -3.7710 -0.2385 -0.722
H -0.2750 -3.7025 -0.6494 0.203
H -1.3320 -4.2506 -1.8623 0.167
H -1.2881 -2.5421 -1.4991 0.148
H -2.9932 -4.4278 -0.6500 0.467
C -1.5084 -0.7674 2.7576 -0.263
O -0.7170 -1.6475 1.8676 -0.798
H -2.1234 -1.3807 3.4163 0.177
H -0.7449 -0.2391 3.3286 0.173
H -2.1466 -0.0415 2.2537 0.137
H -0.2514 -1.0312 1.2975 0.446
```

Charge: 0
E_LUMO: -0.2 eV
ΔE to the lowest compared entry with this formula, charge and spin: 1490.5 kJ/mol
E_HOMO: -8.42 eV

5.
A molecular structure, C11H46B3N8NiO5 at a distorted geometry, computed with wB97M-V/def2-TZVPD.

XYZ file:
```
74
Properties=species:S:1:pos:R:3:lowdin_spin:R:1
Ni -0.1861 0.5013 -3.0832 1.743
B -0.1861 -1.2216 -4.3248 0.057
H -0.5049 -0.2614 -4.8921 0.023
H -0.1611 -2.1232 -5.0372 0.010
H 0.8830 -1.0097 -3.9209 0.023
H -0.8788 -1.4826 -3.4321 0.001
B 1.0583 1.9750 -4.2017 0.027
H -0.0451 1.7548 -4.4017 0.021
H 1.1998 2.3812 -3.1254 0.001
H 1.7118 1.0244 -4.1926 0.001
H 1.3980 2.7558 -4.9732 0.011
B 0.6738 0.0409 -1.1774 0.037
H 1.6284 -0.1353 -1.8000 0.002
H -0.0542 -0.7762 -1.5630 0.013
H 0.8507 0.0130 -0.0477 0.004
H 0.2387 1.0548 -1.4198 0.014
C -3.7523 -4.9417 2.5254 0.000
C -2.3784 -4.3619 2.8412 0.000
C -2.1610 -2.9676 2.2883 0.000
O -2.4515 -2.9523 0.8973 0.000
C -2.2049 -1.7234 0.2705 0.001
N -2.2588 -4.2908 4.3265 0.000
H -4.0084 -5.9038 2.9581 0.000
H -3.7647 -5.0423 1.4337 0.000
H -4.5469 -4.2052 2.6830 0.000
H -1.6760 -5.1198 2.4914 0.000
H -1.1499 -2.5613 2.4094 0.000
H -2.7551 -2.2236 2.8400 0.000
H -1.2217 -1.2978 0.4644 0.001
H -3.0175 -0.9930 0.3341 0.000
H -2.1483 -1.9502 -0.8000 0.000
H -1.4537 -3.6718 4.4543 0.000
H -3.0046 -3.7023 4.6932 0.000
C -1.1325 2.3981 0.7843 0.001
C -0.8280 3.8777 0.4861 0.000
C -2.1039 4.7200 0.4158 0.000
O -1.7477 6.0494 0.1610 0.000
C -2.7708 6.9852 0.3721 0.000
N 0.1935 4.4265 1.3987 0.000
H -0.2074 1.8439 0.9465 0.000
H -1.4137 1.9026 -0.1518 0.001
H -1.8386 2.1101 1.5612 0.000
H -0.2644 3.8832 -0.4508 0.000
H -2.6881 4.5113 1.3240 0.000
H -2.7836 4.3788 -0.3777 0.000
H -3.4174 7.1031 -0.5060 0.000
H -2.3637 7.9842 0.5324 0.000
H -3.3944 6.7203 1.2301 0.000
H 0.9872 4.5833 0.7831 0.000
H 0.0184 5.4092 1.6084 0.000
C 1.2803 -1.4921 2.7515 0.000
O 0.3706 -0.7504 3.1502 0.000
N 2.1899 -1.9824 3.6384 0.000
N 1.3461 -1.9338 1.4766 0.001
H 2.9510 -2.5573 3.3205 0.000
H 2.2521 -1.5461 4.5370 0.000
H 2.2130 -2.2893 1.1125 0.000
H 0.7452 -1.4491 0.8197 0.001
C 3.9403 2.3159 0.7033 0.000
O 4.6925 3.2087 1.0982 0.000
N 2.5962 2.3788 0.7826 0.000
N 4.4105 1.1978 0.0534 0.000
H 2.1742 3.1481 1.2773 0.000
H 2.0249 1.5659 0.6227 0.000
H 3.6763 0.6962 -0.4222 0.000
H 5.3413 1.1850 -0.3128 0.000
C 2.6972 -3.8028 -2.3491 0.000
O 3.0556 -4.8804 -1.8629 0.000
N 2.1976 -3.7493 -3.6023 0.001
N 2.8031 -2.5702 -1.7461 0.000
H 2.0809 -4.6080 -4.1100 0.000
H 1.5619 -3.0114 -3.8758 0.002
H 2.0957 -1.8522 -1.7683 0.000
H 3.3860 -2.6918 -0.9301 0.000
```

Charge: -1
E_LUMO (spin up / spin down): 2.3 / 1.1 eV
Expectation value of S²: 2.005
2S+1: 3
E_HOMO (spin up / spin down): -7.10 / -7.05 eV

6.
C11H5F3N2OS in the gas phase at a distorted geometry, computed with wB97M-V/def2-TZVPD.

XYZ file:
```
23
Properties=species:S:1:pos:R:3:nbo_charge:R:1
N -3.8138 -0.1608 0.3168 -0.271
C -2.6634 -0.5205 0.4105 0.286
C -1.2144 -0.7814 0.6071 -0.227
C -0.1940 0.0582 0.1500 0.089
C -0.6074 1.3858 -0.4983 -0.277
C -0.2224 1.7029 -1.7926 -0.230
C -1.0333 2.8998 -2.3090 -0.257
C -1.8996 3.4478 -1.4127 -0.393
S -1.7936 2.5162 0.0664 0.468
C 1.1629 -0.2357 0.3901 -0.275
C 1.5526 -1.3856 1.0764 0.151
C 2.9756 -1.8771 1.1503 0.963
F 3.4279 -2.3180 -0.0694 -0.297
F 3.6789 -0.9017 1.7358 -0.289
F 3.0354 -2.9762 1.9961 -0.329
N 0.4606 -2.1558 1.5238 -0.525
C -0.8303 -2.0139 1.0425 0.597
O -1.6174 -3.0297 1.0828 -0.607
H 0.4955 1.0674 -2.4464 0.241
H -0.9287 3.5322 -3.2408 0.234
H -2.5007 4.3414 -1.5915 0.258
H 1.8700 0.4804 -0.0545 0.252
H 0.6597 -3.0758 1.8666 0.439
```

Charge: 0
E_LUMO: -1.4 eV
SMILES string: N#Cc1c(-c2cccs2)cc(C(F)(F)F)[nH]c1=O
ΔE to the lowest compared entry with this formula, charge and spin: 121.8 kJ/mol
E_HOMO: -9.41 eV